(1)
Density functional theory data (wB97M-V/def2-TZVPD) for a structure of composition C15H33BBrN2O6P2.

Last column: Löwdin charge in e.
Positions of all 60 atoms, in Å:
C  5.984  -2.375  0.136  -0.0607
C  5.039  -1.526  0.965  -0.2292
O  3.916  -1.047  0.169  -0.2272
P  4.055  0.343  -0.587  0.4657
O  5.126  0.476  -1.566  -0.2265
C  2.393  0.494  -1.335  -0.1746
C  1.442  -0.679  -1.065  -0.1903
C  -0.022  -0.471  -1.493  -0.2797
N  -0.420  0.970  -1.563  0.1351
C  -0.908  1.400  -0.182  -0.2122
C  -2.128  2.305  -0.378  -0.0943
C  -2.157  3.460  0.613  -0.2521
O  -3.103  3.758  1.277  0.1002
C  -1.019  0.051  0.603  -0.3607
P  -2.012  0.168  2.196  0.9389
C  -2.487  -1.557  2.564  -0.2658
O  -3.428  0.794  1.614  -0.3320
C  -1.128  -0.978  -0.544  -0.5871
Br  -0.666  -2.823  -0.095  0.9781
B  -2.546  -1.236  -1.274  -0.6928
O  -2.465  -1.251  -2.659  0.1480
N  -3.782  -1.370  -0.534  -0.1072
C  -4.268  -2.770  -0.537  -0.0636
C  -4.799  -0.395  -0.973  -0.0538
O  4.179  1.436  0.561  -0.1999
C  3.126  1.746  1.485  -0.2453
C  2.578  3.147  1.217  -0.0534
H  6.976  -2.364  0.586  0.0850
H  5.642  -3.409  0.090  0.0777
H  6.047  -1.989  -0.880  0.0744
H  4.584  -2.105  1.766  0.1194
H  5.552  -0.674  1.415  0.1153
H  1.980  1.428  -0.931  0.0708
H  2.577  0.650  -2.400  0.1118
H  1.801  -1.544  -1.621  0.1267
H  1.520  -0.960  -0.017  0.0812
H  -0.154  -0.882  -2.490  0.1535
H  -1.183  1.054  -2.239  0.1753
H  0.321  1.586  -1.900  0.1678
H  -0.124  2.010  0.275  0.1243
H  -2.047  2.789  -1.362  0.1384
H  -3.076  1.776  -0.341  0.1009
H  -1.220  4.059  0.654  0.1326
H  -0.021  -0.107  1.031  0.0852
H  -3.423  -1.799  2.061  0.0312
H  -1.716  -2.280  2.311  -0.0104
H  -2.632  -1.601  3.645  0.0383
H  -4.031  0.989  2.341  0.0789
H  -2.761  -2.049  -3.107  0.1330
H  -3.488  -3.466  -0.857  0.0640
H  -4.572  -3.082  0.464  0.0845
H  -5.113  -2.892  -1.219  0.0905
H  -5.753  -0.891  -1.146  0.0907
H  -4.524  0.110  -1.905  0.0874
H  -4.954  0.363  -0.203  0.0690
H  2.350  0.974  1.455  0.1011
H  3.581  1.697  2.472  0.1263
H  2.985  3.523  0.278  0.0885
H  1.488  3.173  1.162  0.0460
H  2.883  3.845  1.995  0.0834

Values from the calculation:
* strongest force on any atom: 0.78 eV/Å
* charge: +1
* HOMO level: -11.682 eV
* multiplicity: 1
* LUMO level: -2.915 eV
* energy: -120649.06721 eV

---

(2)
Density functional theory data (wB97M-V/def2-TZVPD) for a structure of composition C15H33NNaO8V.

Last column: Löwdin charge in e.
Positions of all 59 atoms, in Å:
Na  1.881  0.912  0.990  0.6265
V  1.625  2.478  4.565  1.2328
O  4.486  2.274  3.193  -0.4496
C  5.454  3.284  3.496  -0.4466
C  4.830  4.773  3.735  -0.4225
O  3.540  4.875  4.385  -0.4506
H  6.229  3.319  2.729  0.0432
H  5.996  2.933  4.374  0.0503
H  4.653  5.105  2.712  0.0509
H  5.569  5.389  4.247  0.0492
O  -1.218  3.450  5.406  -0.4543
C  -2.132  3.936  4.405  -0.4225
C  -1.843  3.412  2.880  -0.4447
O  -0.504  3.366  2.456  -0.4407
H  -2.095  5.023  4.475  0.0442
H  -3.130  3.712  4.782  0.0481
H  -2.431  3.899  2.102  0.0511
H  -2.163  2.371  2.933  0.0580
O  0.896  -1.064  3.904  -0.4201
C  0.229  -2.309  3.559  -0.4728
C  0.673  -3.670  4.001  -0.5106
O  1.341  -3.769  5.279  -0.4815
H  0.254  -2.307  2.469  0.0324
H  -0.846  -2.304  3.738  0.0542
H  1.330  -4.059  3.223  0.0353
H  -0.181  -4.345  4.057  0.0420
C  -3.615  -1.868  -3.682  -0.0293
C  -2.656  -1.675  -2.420  -0.5047
C  -1.875  -3.011  -2.109  -0.1542
C  -0.804  -3.357  -3.036  -0.2160
C  0.066  -2.140  -3.254  -0.1463
C  -0.612  -0.793  -3.605  -0.4000
N  -1.755  -0.564  -2.623  -0.1025
O  -2.417  0.699  -2.737  0.0005
C  0.382  0.383  -3.343  -0.0391
C  -0.914  -0.821  -5.209  -0.0441
C  -3.588  -1.489  -1.274  -0.0523
H  -3.090  -1.795  -4.634  0.0371
H  -4.364  -1.078  -3.745  0.0682
H  -4.148  -2.817  -3.739  0.0713
H  -1.456  -2.880  -1.112  0.1326
H  -2.575  -3.847  -2.077  0.1200
H  -1.262  -3.717  -3.957  0.1079
H  -0.213  -4.158  -2.592  0.1203
H  0.821  -2.375  -4.004  0.1167
H  0.604  -2.008  -2.315  0.1245
H  1.428  0.079  -3.341  0.0776
H  0.156  1.315  -3.861  0.0788
H  0.334  0.658  -2.289  0.0695
H  -1.260  -1.788  -5.574  0.0501
H  -1.571  -0.010  -5.524  0.0707
H  -0.073  -0.737  -5.897  0.0628
H  -3.952  -2.404  -0.805  0.0936
H  -4.368  -0.732  -1.360  0.0855
H  -2.848  -1.084  -0.584  0.0998
H  -2.262  1.017  -1.845  0.1080
O  4.820  0.566  -0.571  -0.0601
H  5.133  0.958  0.244  0.0303
H  5.490  0.789  -1.217  0.0215

Values from the calculation:
* strongest force on any atom: 4.63 eV/Å
* charge: -3
* HOMO level (alpha / beta): 2.678 / 2.678 eV
* multiplicity: 4
* LUMO level (alpha / beta): 4.504 / 4.509 eV
* energy: -64044.73235 eV
* <S²>: 3.781